Computed, not measured: a 4-piece molecular cluster, C31H71FN4O2PS overall, with ωB97M-V with the def2-TZVPD basis set.

The net charge is +1. As for the HOMO-LUMO gap: 0.3403 Eh. As for the LUMO energy: -2.53 eV. The HOMO energy is -11.787 eV. For the electronic energy, the calculation gives -2432.34988 hartree.

XYZ file:
```
111
Properties=species:S:1:pos:R:3:forces:R:3:mulliken_charge:R:1
C -0.17978 1.11101 -3.52611 0.19 0.36 0.11 -0.582
C 0.35629 2.46357 -4.03390 -1.06 -0.23 0.96 -0.566
C -0.04606 3.62861 -3.09593 0.42 0.02 -1.04 -0.394
N 0.97196 4.06917 -2.14752 -0.63 0.15 0.56 -0.610
N 1.19084 3.07723 -1.12720 0.24 -0.38 -0.13 0.967
C 0.00573 2.95522 -0.24413 -0.42 0.11 -0.28 -2.242
C 0.20050 2.05171 0.95379 -0.10 0.35 0.66 0.885
F -0.17906 0.77030 0.51986 0.07 -0.26 -0.21 -0.274
P -1.09649 2.57219 2.27624 0.04 0.42 1.10 0.483
N -0.48903 2.93568 3.66376 -0.17 -0.15 -0.43 -0.686
N 1.48824 2.09952 1.57565 -0.66 -0.36 -0.65 0.460
S 1.75166 0.72703 2.66150 0.34 0.03 0.21 -0.118
C 2.66377 2.24286 0.67417 0.14 -0.61 -0.01 1.619
C 3.85838 2.61114 1.54318 0.10 0.38 -0.11 -2.169
C 2.94585 0.94305 -0.15628 -0.08 -0.07 0.04 -1.058
C 4.08599 0.02600 0.29693 -0.11 -0.65 -0.26 -0.849
C 3.87402 -1.30448 -0.41733 0.34 -0.43 -1.40 0.161
O 4.18533 -1.49174 -1.57981 -0.53 0.31 1.73 -0.589
O 3.24258 -2.26839 0.29640 0.28 0.23 -0.62 -0.436
C 2.43482 3.37404 -0.33928 0.22 0.59 0.13 -0.857
C 2.49987 4.82095 0.15337 -0.26 -0.03 0.60 -1.023
C 1.65369 5.23179 1.36032 0.13 0.31 0.01 -1.261
H -0.36884 0.41946 -4.33847 0.21 -0.21 -0.04 0.440
H -1.12197 1.23599 -2.99727 -0.19 0.04 -0.02 -0.046
H 0.52349 0.66481 -2.82132 0.02 -0.34 -0.02 0.212
H 1.43712 2.40284 -4.12071 0.18 0.21 -0.41 0.260
H -0.11602 2.68742 -4.98264 0.30 -0.05 -0.35 0.433
H -0.97264 3.40330 -2.58097 -0.12 0.04 0.14 -0.073
H -0.26262 4.49955 -3.70906 0.08 0.22 0.08 0.425
H 1.86099 4.20725 -2.61076 0.18 -0.02 -0.09 0.320
H 1.32368 2.16602 -1.58381 0.07 -0.13 0.15 0.204
H -0.34024 3.95312 -0.00739 0.32 0.18 0.13 0.417
H -0.78699 2.49341 -0.82570 -0.07 -0.07 -0.02 0.740
H -1.97889 1.47636 2.29246 0.13 -0.11 -0.39 -0.142
H -1.82835 3.62862 1.69199 -0.06 -0.31 -0.46 0.146
H -0.70824 3.88532 3.93160 0.18 0.07 0.23 0.272
H 0.49219 0.48697 3.04596 -0.07 0.26 -0.08 0.149
H 4.03961 1.86657 2.30663 0.13 -0.18 0.01 0.502
H 3.69900 3.55078 2.05789 -0.15 0.07 0.13 0.486
H 4.75246 2.73338 0.93589 0.13 -0.16 -0.07 0.435
H 2.04505 0.33246 -0.19999 -0.22 0.07 0.10 0.349
H 3.17683 1.20174 -1.19056 0.08 0.06 -0.14 0.509
H 4.08059 -0.15069 1.36629 0.07 0.18 0.17 0.525
H 5.05818 0.38629 -0.01829 0.13 0.20 0.10 0.377
H 3.10446 -1.97595 1.19899 -0.12 0.07 0.33 0.378
H 3.24338 3.25541 -1.05834 0.06 0.06 -0.18 0.690
H 3.54248 4.97854 0.41441 0.16 0.00 -0.04 0.532
H 2.29136 5.52100 -0.64747 0.01 -0.10 -0.31 0.529
H 1.76444 4.58769 2.22367 -0.03 -0.22 0.05 0.306
H 0.59604 5.32647 1.13262 -0.12 -0.04 -0.04 0.252
H 1.97640 6.22589 1.66130 0.01 0.11 0.03 0.521
C -4.11761 3.26698 -1.01136 0.06 -0.15 0.03 -1.211
C -4.02581 2.08173 -1.97013 0.11 0.16 0.02 0.149
C -4.18101 2.47425 -3.43933 0.08 -0.07 -0.02 -0.519
C -5.52938 3.09572 -3.80305 -0.02 0.06 0.06 -0.972
C -6.74177 2.22242 -3.48479 0.01 -0.06 -0.10 -0.402
C -6.75433 0.89818 -4.24348 -0.03 0.04 0.10 -1.198
H -5.09383 3.74788 -1.05509 0.01 0.04 0.00 0.468
H -3.96125 2.94378 0.02051 -0.03 0.02 0.02 0.247
H -3.36044 4.02196 -1.24732 -0.04 0.05 -0.03 0.195
H -4.76878 1.33018 -1.69625 0.01 -0.02 -0.01 0.577
H -3.04808 1.60085 -1.84035 -0.04 -0.09 0.01 -0.288
H -4.00695 1.59137 -4.06080 -0.01 0.00 0.00 0.467
H -3.38831 3.18722 -3.70076 -0.01 0.01 0.00 0.114
H -5.52614 3.32407 -4.87246 -0.01 -0.01 -0.01 0.440
H -5.63961 4.05687 -3.29308 0.02 0.00 0.00 0.325
H -7.64336 2.78361 -3.73830 -0.01 0.01 0.03 0.396
H -6.79804 2.02941 -2.40970 0.00 0.03 0.01 0.226
H -6.73207 1.06750 -5.32144 0.03 -0.01 -0.01 0.301
H -7.65641 0.33147 -4.01400 0.00 -0.02 -0.02 0.388
H -5.90030 0.27115 -3.98134 0.00 -0.01 -0.02 0.278
C 6.39822 -4.95758 -1.66700 -0.12 -0.01 0.00 -1.341
C 5.58083 -4.96768 -0.37889 0.14 0.02 -0.02 0.420
C 6.35207 -5.49868 0.82880 -0.04 0.01 0.04 -0.806
C 6.81771 -6.95026 0.70952 0.03 0.00 -0.04 -0.782
C 5.70212 -7.96330 0.45921 0.00 -0.03 0.10 -0.333
C 4.67151 -8.02402 1.58309 -0.01 -0.02 -0.11 -1.172
H 6.69836 -5.96330 -1.96389 0.03 0.00 0.01 0.353
H 5.81759 -4.53300 -2.48676 0.02 0.02 -0.01 0.377
H 7.30124 -4.35464 -1.54998 0.03 -0.03 0.00 0.310
H 4.66749 -5.54944 -0.52884 -0.01 0.00 0.02 0.301
H 5.25614 -3.94831 -0.16193 -0.05 0.00 -0.01 -0.298
H 5.73057 -5.38773 1.72269 0.01 -0.02 0.01 0.330
H 7.23060 -4.86636 0.99458 0.00 0.01 -0.01 0.405
H 7.34388 -7.22244 1.62963 0.00 -0.02 0.00 0.384
H 7.55637 -7.03185 -0.09227 0.00 0.02 0.00 0.307
H 6.15398 -8.95107 0.34155 0.00 -0.01 -0.03 0.377
H 5.19937 -7.74503 -0.48680 0.02 0.01 -0.01 0.232
H 5.14723 -8.27195 2.53396 0.00 0.03 0.02 0.295
H 3.91987 -8.78694 1.37738 -0.01 0.00 0.03 0.379
H 4.14858 -7.07376 1.70333 0.00 0.01 0.02 0.261
C -2.35222 -1.62010 2.00262 0.03 -0.06 0.02 -0.701
C -3.66623 -2.39289 1.97010 0.00 0.08 -0.05 -0.670
C -4.89100 -1.50661 2.18920 -0.03 -0.02 0.02 -0.485
C -4.93582 -0.79275 3.54157 0.05 0.02 -0.02 -0.329
C -4.87625 -1.71504 4.75786 -0.10 0.00 0.02 -0.432
C -6.05071 -2.68562 4.84137 0.10 -0.01 0.03 -1.229
H -2.18371 -1.15790 2.97901 0.00 0.01 -0.01 0.250
H -1.50693 -2.28006 1.80078 0.02 0.03 -0.01 0.406
H -2.35030 -0.83233 1.24337 0.01 0.01 0.01 0.011
H -3.63827 -3.19210 2.71420 -0.02 0.00 0.01 0.319
H -3.76338 -2.88494 0.99954 0.01 -0.03 0.01 0.366
H -5.79174 -2.11218 2.06520 -0.01 0.01 0.01 0.353
H -4.92814 -0.75101 1.39639 0.01 -0.01 -0.02 0.150
H -5.85484 -0.20110 3.58979 -0.01 0.00 0.01 0.426
H -4.11294 -0.07214 3.60444 0.00 0.00 -0.01 -0.011
H -4.86405 -1.09675 5.65856 0.03 0.00 0.01 0.393
H -3.93706 -2.27534 4.76199 0.02 0.02 -0.01 0.224
H -6.99927 -2.14645 4.87068 -0.02 0.00 -0.03 0.300
H -5.98465 -3.29330 5.74383 -0.03 -0.01 0.00 0.389
H -6.07480 -3.36716 3.98999 -0.02 0.00 -0.01 0.280
```
Positions in Å, forces in eV/Å.



Computed, not measured: a 5-piece molecular cluster, C31H71N4O10 overall, with ωB97M-V with the def2-TZVPD basis set.

The net charge is +1. As for the HOMO-LUMO gap: 0.2543 Eh. As for the LUMO energy: -3.58 eV. The HOMO energy is -10.503 eV. For the electronic energy, the calculation gives -2194.77037 hartree.

XYZ file:
```
116
Properties=species:S:1:pos:R:3:forces:R:3:mulliken_charge:R:1
C -4.43051 -2.94757 2.37026 0.18 0.01 -0.01 -0.929
C -4.34377 -2.77407 0.84473 -0.04 -0.10 -0.01 -0.681
C -3.48309 -3.78208 0.05743 -0.11 0.43 0.15 0.854
C -4.18374 -4.15759 -1.24168 -0.12 -0.10 -0.02 -1.742
N -2.05137 -3.32184 -0.18773 0.44 -0.78 0.13 1.239
C -1.63301 -3.29131 -1.47277 -0.31 0.47 0.06 -0.777
N -2.00619 -2.30282 -2.24429 -0.06 0.05 -0.16 -0.007
N -0.74904 -4.22374 -1.97735 0.17 -0.04 -0.23 -0.348
C 0.59222 -4.02186 -1.33126 0.06 -0.18 0.07 -1.451
C 0.41274 -3.50436 0.10518 -0.09 0.26 0.07 -0.137
C 0.62011 -1.96813 0.23343 -0.29 -0.25 0.19 0.772
C 1.94446 -1.58567 0.89449 -0.02 0.22 -0.10 -1.067
C 3.20627 -1.76258 0.04033 -0.07 -0.03 0.10 -0.965
C 3.11218 -1.23668 -1.38851 0.28 0.16 -0.07 0.762
C 2.75941 0.25280 -1.47857 -0.18 -0.12 -0.31 -0.566
N 3.28925 0.84908 -2.70678 0.09 -0.14 0.03 -0.490
C -0.96898 -3.95150 0.65286 0.00 -0.14 -0.04 -0.438
C -1.10554 -3.58631 2.13231 0.16 0.00 -0.05 -0.052
C -1.32292 -4.70802 3.14271 -0.27 0.00 -0.63 -0.052
O -1.12351 -4.54073 4.29478 0.19 0.05 0.60 -0.509
O -1.68662 -5.94418 2.65794 -0.06 -0.05 0.11 -0.559
H -5.46266 -2.88281 2.70895 0.02 0.03 -0.01 0.378
H -4.05150 -3.91963 2.69502 -0.06 -0.02 -0.01 0.225
H -3.86875 -2.18684 2.91314 0.02 -0.01 -0.01 0.175
H -4.00081 -1.77230 0.58982 -0.02 0.10 -0.02 0.076
H -5.35572 -2.85610 0.44597 0.04 0.03 -0.03 0.549
H -3.37109 -4.70707 0.63210 0.06 0.09 0.05 -0.106
H -4.30953 -3.30396 -1.90703 -0.04 -0.02 0.01 0.402
H -5.18305 -4.51240 -0.99462 0.04 -0.06 0.00 0.539
H -3.67911 -4.96357 -1.78055 0.06 0.08 -0.03 0.353
H -2.40623 -1.47043 -1.83491 -0.19 -0.10 -0.04 0.310
H -1.88485 -2.36042 -3.24585 0.21 0.02 0.05 0.321
H -1.07309 -5.14873 -1.70788 -0.01 0.03 0.07 0.412
H 1.07894 -4.99529 -1.34533 -0.01 0.00 -0.06 0.340
H 1.17873 -3.34580 -1.94663 -0.03 0.02 0.04 0.331
H 1.14827 -3.99657 0.74625 0.01 -0.02 -0.04 1.142
H -0.18337 -1.55392 0.84769 0.04 0.04 -0.01 -0.789
H 0.51510 -1.48373 -0.74225 0.08 -0.04 -0.01 0.108
H 2.03394 -2.16546 1.81892 0.09 0.05 0.01 0.425
H 1.87641 -0.54098 1.20970 -0.08 -0.01 -0.06 0.366
H 3.53395 -2.80681 0.04984 -0.07 -0.02 -0.14 0.285
H 4.01024 -1.20098 0.52548 0.01 -0.12 0.08 0.544
H 4.08526 -1.35750 -1.86900 -0.02 -0.07 0.02 -0.133
H 2.41159 -1.81264 -2.00127 0.02 0.01 0.03 -0.395
H 1.66632 0.36691 -1.45085 0.04 0.11 0.29 0.147
H 3.17169 0.77908 -0.61472 0.01 -0.01 -0.01 0.406
H 2.59162 0.87285 -3.43881 0.04 0.14 -0.03 0.137
H 3.62025 1.79092 -2.55714 -0.11 0.04 -0.03 0.255
H -1.04497 -5.04167 0.55848 -0.01 0.02 -0.02 1.234
H -0.18525 -3.10778 2.47080 -0.06 0.05 0.02 0.408
H -1.87877 -2.83910 2.29183 -0.10 0.01 0.03 -0.560
H -2.56499 -5.93404 2.25817 0.08 0.04 -0.08 0.367
C 9.55595 -2.79412 -4.16326 0.01 -0.01 -0.02 -0.691
O 8.73135 -2.27299 -5.18915 -0.04 0.05 0.06 -0.370
C 7.55735 -3.02717 -5.42201 0.06 -0.01 -0.06 -0.588
C 6.34166 -2.40424 -4.77005 -0.07 0.01 0.04 -0.456
O 6.43254 -2.39833 -3.35511 0.04 -0.03 0.01 -0.353
C 6.85177 -1.15442 -2.82077 -0.06 0.06 0.06 -0.771
H 10.29007 -2.02855 -3.91897 0.01 -0.01 -0.02 0.248
H 8.97985 -3.03730 -3.26708 0.00 0.01 0.01 0.290
H 10.08315 -3.69154 -4.50366 -0.02 -0.02 0.01 0.327
H 7.68431 -4.05592 -5.06781 0.00 0.00 0.01 0.325
H 7.39512 -3.06045 -6.50366 -0.01 -0.02 0.00 0.377
H 5.45763 -2.99005 -5.04116 0.00 0.00 -0.01 0.373
H 6.20051 -1.38556 -5.14640 0.00 0.00 0.00 0.338
H 6.03862 -0.42088 -2.87069 0.03 0.03 -0.03 0.230
H 7.72440 -0.75744 -3.34368 0.00 -0.03 -0.02 0.434
H 7.11487 -1.32279 -1.77684 -0.02 -0.01 0.00 0.257
C -3.21511 1.27759 4.45009 0.00 0.04 0.03 -0.811
O -2.89059 2.43811 3.70829 -0.01 -0.15 -0.15 -0.383
C -1.50011 2.69896 3.61984 -0.05 0.14 0.10 -0.158
C -0.93926 2.28364 2.27969 0.04 -0.01 -0.02 -1.143
O -1.03705 0.87656 2.07752 0.02 -0.04 0.00 -0.096
C -2.14410 0.49477 1.29798 0.06 0.01 -0.02 -0.395
H -4.26664 1.06011 4.26726 0.00 0.02 0.02 0.262
H -2.60879 0.41933 4.14499 0.00 0.00 0.00 0.305
H -3.07418 1.44465 5.52299 0.02 -0.02 0.00 0.377
H -0.96254 2.19321 4.42858 0.01 -0.02 -0.02 0.329
H -1.35546 3.77741 3.74091 0.00 0.00 0.02 0.346
H 0.11885 2.55141 2.23123 0.00 -0.01 0.00 0.421
H -1.46208 2.81550 1.47817 0.00 0.00 0.00 0.418
H -1.96492 0.71129 0.23367 -0.06 0.01 0.01 0.303
H -3.06514 0.99239 1.61231 0.01 -0.01 0.00 0.540
H -2.25848 -0.58243 1.42426 -0.05 -0.06 -0.04 -0.410
C -1.22493 4.78789 -3.98455 0.00 0.04 0.00 -0.664
O -0.88498 4.74291 -5.35609 -0.01 -0.13 0.00 -0.378
C 0.50575 4.62751 -5.60076 -0.04 0.10 -0.02 -0.502
C 0.89992 3.21219 -5.95698 0.08 -0.06 0.00 -0.531
O 0.67712 2.30805 -4.87956 0.00 -0.03 0.05 -0.242
C -0.51907 1.56957 -5.00437 -0.01 -0.01 0.03 -0.683
H -2.30261 4.64843 -3.91406 0.00 0.02 -0.01 0.250
H -0.72097 3.99987 -3.41732 -0.01 -0.01 0.00 0.239
H -0.96842 5.75850 -3.54757 0.02 -0.01 0.01 0.330
H 1.07765 4.97007 -4.73214 0.01 -0.01 0.00 0.320
H 0.75103 5.27906 -6.44385 0.01 0.01 0.01 0.378
H 1.96685 3.18621 -6.19246 0.00 0.00 0.00 0.384
H 0.34951 2.88363 -6.84390 0.00 0.01 0.00 0.334
H -0.41922 0.77781 -5.75626 -0.01 0.02 -0.02 0.336
H -1.36455 2.20781 -5.27114 0.00 0.00 0.01 0.394
H -0.71556 1.11148 -4.03247 0.01 -0.01 -0.01 0.042
C -1.62267 5.49880 6.55896 -0.01 0.02 0.01 -0.663
O -2.38303 5.96563 5.46109 0.00 0.00 0.00 -0.405
C -3.57193 5.22378 5.23430 0.07 0.04 -0.05 -0.046
C -4.79431 5.90177 5.81204 -0.07 0.00 0.06 -0.746
O -4.74532 5.97819 7.22479 0.08 -0.02 0.00 -0.384
C -4.34776 7.24508 7.71740 -0.02 0.00 0.00 -0.703
H -0.87409 6.25691 6.78247 0.01 -0.01 -0.02 0.265
H -2.24494 5.33910 7.44232 0.01 0.00 0.00 0.317
H -1.11020 4.56076 6.31192 -0.02 -0.02 0.01 0.244
H -3.47258 4.21495 5.64657 -0.02 -0.01 0.01 0.211
H -3.69705 5.12751 4.15226 -0.02 -0.02 0.01 0.309
H -5.67759 5.31320 5.54504 0.00 0.01 -0.02 0.375
H -4.90909 6.89984 5.37598 0.01 0.00 0.00 0.361
H -5.15531 7.97683 7.61031 0.01 0.01 -0.02 0.320
H -3.45913 7.61747 7.20222 0.01 0.00 0.01 0.313
H -4.12294 7.12436 8.77553 -0.02 0.00 0.00 0.240
```
Positions in Å, forces in eV/Å.